No. 1
The following is a DFT calculation (ωB97M-V/def2-TZVPD) of a 6-piece molecular cluster, C26H65BNO13PS overall in a non-equilibrium geometry.

CARTESIAN COORDINATES (ANGSTROEM)
1 C 3.5376 1.4830 2.1509
2 O 4.2494 2.7698 1.8502
3 C 3.6024 3.3909 0.6852
4 C 2.7370 4.7442 1.0003
5 C 2.2388 4.9184 2.5499
6 C 0.6210 5.3016 2.6951
7 C -0.2646 4.0295 3.2339
8 B -1.2083 3.3085 2.0942
9 O -2.1311 2.2240 2.5685
10 N -1.6242 1.1152 1.9527
11 O -0.6893 0.6644 2.6200
12 P -1.2015 3.6999 0.2097
13 S -1.8867 5.4644 -0.2394
14 H 3.9579 0.6743 1.3974
15 H 2.3591 1.5882 2.0277
16 H 3.7183 1.1248 3.2548
17 H 2.9361 2.6461 0.0450
18 H 4.4842 3.7186 -0.0501
19 H 3.4068 5.6828 0.7045
20 H 1.8226 4.7712 0.2334
21 H 2.4172 3.9942 3.2446
22 H 2.8246 5.8411 3.0254
23 H 0.2110 5.8183 1.7277
24 H 0.5679 6.1281 3.5534
25 H 0.4389 3.2110 3.7297
26 H -0.9933 4.4056 4.0872
27 H -2.0929 2.7311 -0.4346
28 H 0.1234 3.4284 -0.3414
29 C -4.1675 -0.1312 -0.7747
30 O -3.2726 0.2334 -1.8206
31 C -2.7350 -0.9071 -2.4977
32 C -3.4539 -1.1551 -3.8277
33 O -4.8159 -1.5409 -3.6189
34 C -5.7216 -0.4625 -3.8300
35 H -4.7273 0.7585 -0.4773
36 H -4.8787 -0.8976 -1.0941
37 H -3.5987 -0.4933 0.0861
38 H -2.7765 -1.7959 -1.8566
39 H -1.6826 -0.6885 -2.7028
40 H -2.9623 -1.9879 -4.3424
41 H -3.3925 -0.2750 -4.4791
42 H -5.8284 -0.2820 -4.8989
43 H -5.3889 0.4537 -3.3341
44 H -6.6950 -0.7456 -3.4207
45 C -8.3740 4.8240 -5.9122
46 O -9.5630 4.0493 -5.7939
47 C -9.4059 2.7289 -6.3234
48 C -9.1801 1.7044 -5.2068
49 O -7.9270 1.9185 -4.5499
50 C -8.0776 2.5935 -3.3051
51 H -8.4747 5.7053 -5.2747
52 H -7.4893 4.2657 -5.5948
53 H -8.2502 5.1512 -6.9483
54 H -8.5908 2.6977 -7.0563
55 H -10.3364 2.4820 -6.8435
56 H -9.1399 0.7040 -5.6513
57 H -10.0065 1.7184 -4.4860
58 H -8.4670 1.9000 -2.5607
59 H -8.7435 3.4572 -3.3864
60 H -7.0934 2.9426 -2.9818
61 C 5.3167 1.2652 -3.2970
62 O 4.0810 1.1541 -2.5979
63 C 3.0660 0.5239 -3.3859
64 C 2.8886 -0.9463 -2.9927
65 O 4.0490 -1.7164 -3.3214
66 C 4.8725 -1.9642 -2.1863
67 H 6.0983 1.5095 -2.5741
68 H 5.5877 0.3323 -3.7986
69 H 5.2519 2.0724 -4.0318
70 H 3.2871 0.6209 -4.4556
71 H 2.1313 1.0561 -3.1853
72 H 2.0552 -1.3651 -3.5673
73 H 2.6441 -1.0429 -1.9281
74 H 4.4125 -2.7313 -1.5645
75 H 5.0349 -1.0595 -1.5938
76 H 5.8416 -2.3285 -2.5374
77 C 3.1301 -3.8213 5.9714
78 O 2.1807 -3.2314 6.8537
79 C 2.6622 -2.0157 7.4355
80 C 2.0750 -0.7895 6.7290
81 O 2.5481 -0.6890 5.3822
82 C 1.5889 -1.1513 4.4366
83 H 2.6189 -4.5826 5.3777
84 H 3.5670 -3.0861 5.2904
85 H 3.9227 -4.3013 6.5520
86 H 3.7584 -1.9872 7.4266
87 H 2.3334 -2.0104 8.4791
88 H 2.4114 0.1119 7.2528
89 H 0.9789 -0.8051 6.7580
90 H 0.8012 -0.4072 4.3249
91 H 1.1509 -2.1084 4.7333
92 H 2.0903 -1.2819 3.4739
93 C 4.9301 -8.1257 1.5497
94 O 3.9807 -7.5358 2.4320
95 C 4.4622 -6.3200 3.0138
96 C 3.8750 -5.0939 2.3072
97 O 4.3481 -4.9934 0.9604
98 C 3.3889 -5.4557 0.0148
99 H 4.4189 -8.8869 0.9559
100 H 5.3670 -7.3904 0.8687
101 H 5.7227 -8.6056 2.1303
102 H 5.5584 -6.2915 3.0049
103 H 4.1334 -6.3147 4.0574
104 H 4.2114 -4.1925 2.8311
105 H 2.7789 -5.1095 2.3363
106 H 2.6012 -4.7116 -0.0969
107 H 2.9509 -6.4128 0.3115
108 H 3.8903 -5.5863 -0.9478

Computed properties:
SMILES: COCCCCCB(ON=O)[PH2]=S.COCCOC.COCCOC.COCCOC.COCCOC.COCCOC
Energy in eV: -76911.190
HOMO energy in eV: -8.825
Orbital gap in eV: 7.34
LUMO energy in eV: -1.4882

Results of the Löwdin charge analysis, in e, for atoms 1 through 99: number 1, C, carries -0.1062; number 2, O, carries -0.2529; number 3, C, carries -0.2353; number 4, C, carries -0.1676; number 5, C, carries -0.1810; number 6, C, carries -0.2198; number 7, C, carries -0.1382; number 8, B, carries -0.4831; number 9, O, carries -0.0521; number 10, N, carries -0.0162; number 11, O, carries 0.0344; number 12, P, carries 0.3410; number 13, S, carries 0.1216; number 14, H, carries 0.1060; number 15, H, carries 0.0934; number 16, H, carries 0.0987; number 17, H, carries 0.1176; number 18, H, carries 0.1345; number 19, H, carries 0.1191; number 20, H, carries 0.0919; number 21, H, carries 0.1011; number 22, H, carries 0.1192; number 23, H, carries 0.0665; number 24, H, carries 0.1167; number 25, H, carries 0.1247; number 26, H, carries 0.1296; number 27, H, carries -0.0147; number 28, H, carries -0.0203; number 29, C, carries -0.1119; number 30, O, carries -0.2111; number 31, C, carries -0.1927; number 32, C, carries -0.1935; number 33, O, carries -0.1949; number 34, C, carries -0.1131; number 35, H, carries 0.0890; number 36, H, carries 0.0848; number 37, H, carries 0.0774; number 38, H, carries 0.1257; number 39, H, carries 0.1170; number 40, H, carries 0.1222; number 41, H, carries 0.1256; number 42, H, carries 0.0860; number 43, H, carries 0.0812; number 44, H, carries 0.0911; number 45, C, carries -0.1101; number 46, O, carries -0.1963; number 47, C, carries -0.1935; number 48, C, carries -0.1908; number 49, O, carries -0.2121; number 50, C, carries -0.1068; number 51, H, carries 0.0897; number 52, H, carries 0.0826; number 53, H, carries 0.0865; number 54, H, carries 0.1248; number 55, H, carries 0.1221; number 56, H, carries 0.1229; number 57, H, carries 0.1259; number 58, H, carries 0.0850; number 59, H, carries 0.0847; number 60, H, carries 0.0903; number 61, C, carries -0.1074; number 62, O, carries -0.2097; number 63, C, carries -0.1928; number 64, C, carries -0.1950; number 65, O, carries -0.1941; number 66, C, carries -0.0991; number 67, H, carries 0.0900; number 68, H, carries 0.0840; number 69, H, carries 0.0871; number 70, H, carries 0.1258; number 71, H, carries 0.1187; number 72, H, carries 0.1210; number 73, H, carries 0.1225; number 74, H, carries 0.0756; number 75, H, carries 0.0824; number 76, H, carries 0.0929; number 77, C, carries -0.1161; number 78, O, carries -0.1921; number 79, C, carries -0.1914; number 80, C, carries -0.1909; number 81, O, carries -0.2044; number 82, C, carries -0.1072; number 83, H, carries 0.0825; number 84, H, carries 0.0793; number 85, H, carries 0.0897; number 86, H, carries 0.1252; number 87, H, carries 0.1227; number 88, H, carries 0.1232; number 89, H, carries 0.1263; number 90, H, carries 0.0646; number 91, H, carries 0.0874; number 92, H, carries 0.0876; number 93, C, carries -0.1096; number 94, O, carries -0.1938; number 95, C, carries -0.1907; number 96, C, carries -0.1972; number 97, O, carries -0.1995; number 98, C, carries -0.1135; number 99, H, carries 0.0896

No. 2
The following is a DFT calculation (ωB97M-V/def2-TZVPD) of a 11-piece molecular cluster, C26H65N3O16S4 overall in a non-equilibrium geometry.

CARTESIAN COORDINATES (ANGSTROEM)
1 C 2.2618 0.3879 3.7750
2 C 1.3340 1.2686 4.6265
3 O 1.8848 2.4861 5.0653
4 H 3.3127 0.4545 4.0605
5 H 2.1629 0.7021 2.7344
6 H 1.9958 -0.6636 3.8327
7 H 1.0042 0.7583 5.5414
8 H 0.5048 1.5695 3.9842
9 H 2.7017 2.4699 5.5632
10 C -2.9564 0.6225 -0.8302
11 C -3.2449 2.0147 -0.2797
12 O -3.4793 2.8807 -1.3931
13 H -3.7421 0.2446 -1.4816
14 H -2.8723 0.0017 0.0692
15 H -2.0081 0.6462 -1.3664
16 H -2.3935 2.3591 0.3083
17 H -4.1968 1.9718 0.2593
18 H -3.5504 2.3241 -2.1775
19 C -0.3423 4.1794 -4.0744
20 C -0.1300 4.6545 -2.6396
21 O 0.4335 3.6512 -1.8234
22 H -0.9651 4.8947 -4.6156
23 H -0.6926 3.1620 -4.2165
24 H 0.6320 4.2649 -4.5687
25 H -1.0435 5.1269 -2.2550
26 H 0.5334 5.5230 -2.6114
27 H -0.1203 2.8638 -1.8030
28 C 1.8746 0.6919 -0.7082
29 C 0.6178 0.0826 -0.1255
30 O 0.0925 -0.7880 -1.1213
31 H 2.6299 -0.0248 -1.0157
32 H 2.2899 1.3509 0.0588
33 H 1.6459 1.2998 -1.5846
34 H -0.0692 0.8998 0.1439
35 H 0.6362 -0.4098 0.8548
36 H 0.1625 -1.7139 -0.8618
37 C -0.9162 0.2147 -4.5667
38 C -2.3025 0.6011 -4.2967
39 N -3.3792 0.9474 -4.0967
40 H -0.2424 0.1686 -3.7180
41 H -0.5094 0.9155 -5.3024
42 H -0.9770 -0.6894 -5.1779
43 C 3.2455 -1.1782 -3.5647
44 C 3.4643 -2.4506 -4.2272
45 N 3.6520 -3.4356 -4.7819
46 H 3.5743 -0.3414 -4.1852
47 H 3.6908 -0.9586 -2.5977
48 H 2.1636 -1.0562 -3.4586
49 C 3.6977 3.3729 -3.4160
50 C 4.2231 2.5669 -2.3009
51 N 4.5898 1.8780 -1.4632
52 H 3.8655 2.8279 -4.3453
53 H 4.1174 4.3578 -3.6170
54 H 2.6421 3.5442 -3.2041
55 O 0.3121 -3.6176 -1.1714
56 S -0.0146 -4.7442 -1.9945
57 O 0.6705 -5.9832 -1.9384
58 O -1.5805 -5.0103 -1.7888
59 C -2.1537 -6.2917 -2.1754
60 C -2.5731 -6.9728 -0.8735
61 C -0.0267 -4.1546 -3.7391
62 H -1.4163 -6.8692 -2.7268
63 H -3.0459 -6.0659 -2.7565
64 H -3.3107 -6.4638 -0.2545
65 H -1.7107 -7.2299 -0.2617
66 H -3.1092 -7.8899 -1.1517
67 H -0.5958 -3.2284 -3.7305
68 H -0.5141 -4.8838 -4.3801
69 H 1.0236 -4.0177 -3.9888
70 O 3.5440 5.7028 0.1635
71 S 2.7646 6.3945 1.1632
72 O 2.2604 7.7028 0.8657
73 O 1.5028 5.4350 1.6170
74 C 1.8074 4.0584 1.8603
75 C 0.5082 3.2905 1.6639
76 C 3.6015 6.4530 2.7123
77 H 2.2129 3.8383 2.8538
78 H 2.5812 3.7116 1.1693
79 H 0.8124 2.2429 1.6630
80 H 0.0622 3.5665 0.7076
81 H -0.2576 3.5124 2.4065
82 H 4.5292 7.0151 2.6015
83 H 3.9295 5.4840 3.0894
84 H 2.9480 6.8810 3.4678
85 O -6.6254 -1.4253 3.7719
86 S -5.7496 -0.5678 3.0210
87 O -6.0640 0.8046 2.6925
88 O -4.3060 -0.4930 3.8009
89 C -3.3380 0.4775 3.3587
90 C -2.1264 -0.3134 2.8578
91 C -5.3043 -1.4965 1.5022
92 H -3.0077 1.0518 4.2244
93 H -3.7845 1.2002 2.6762
94 H -2.2891 -1.1479 2.1814
95 H -1.6382 -0.6398 3.7773
96 H -1.4220 0.3918 2.4034
97 H -4.8490 -2.4166 1.8681
98 H -4.5872 -0.9622 0.8889
99 H -6.2691 -1.7479 1.0710
100 O 3.4229 -2.2033 2.2119
101 S 2.5686 -3.2370 2.7253
102 O 2.8472 -3.7830 4.0371
103 O 1.0322 -2.6627 2.7416
104 C -0.0694 -3.5295 3.0830
105 C -0.7961 -4.1012 1.8725
106 C 2.4186 -4.4903 1.4339
107 H -0.6250 -2.9003 3.7754
108 H 0.2735 -4.3591 3.7100
109 H -0.3898 -5.0182 1.4542
110 H -0.9708 -3.4112 1.0470
111 H -1.8107 -4.3143 2.2273
112 H 3.4466 -4.7870 1.2385
113 H 2.0248 -4.0092 0.5400
114 H 1.7229 -5.2678 1.7297

Computed properties:
SMILES: CCOS(C)(=O)=O.CCOS(C)(=O)=O.CCOS(C)(=O)=O.CCOS(C)(=O)=O.CC#N.CC#N.CC#N.CCO.CCO.CCO.CCO
Energy in eV: -108582.467
HOMO energy in eV: -10.200
Orbital gap in eV: 10.14
LUMO energy in eV: -0.0593

Results of the Löwdin charge analysis, in e, for atoms 1 through 99: number 1, C, carries -0.0590; number 2, C, carries -0.3067; number 3, O, carries -0.0878; number 4, H, carries 0.0853; number 5, H, carries 0.0555; number 6, H, carries 0.0398; number 7, H, carries 0.1119; number 8, H, carries 0.0854; number 9, H, carries 0.0839; number 10, C, carries -0.0971; number 11, C, carries -0.2885; number 12, O, carries -0.0892; number 13, H, carries 0.0745; number 14, H, carries 0.0476; number 15, H, carries 0.0501; number 16, H, carries 0.1004; number 17, H, carries 0.1076; number 18, H, carries 0.0248; number 19, C, carries -0.0704; number 20, C, carries -0.3105; number 21, O, carries -0.0898; number 22, H, carries 0.0797; number 23, H, carries 0.0471; number 24, H, carries 0.0632; number 25, H, carries 0.1123; number 26, H, carries 0.1167; number 27, H, carries 0.0691; number 28, C, carries -0.0860; number 29, C, carries -0.3023; number 30, O, carries -0.1002; number 31, H, carries 0.0483; number 32, H, carries 0.0618; number 33, H, carries 0.0604; number 34, H, carries 0.0774; number 35, H, carries 0.1076; number 36, H, carries 0.0320; number 37, C, carries -0.0581; number 38, C, carries -0.2571; number 39, N, carries 0.1595; number 40, H, carries 0.0629; number 41, H, carries 0.0820; number 42, H, carries 0.0818; number 43, C, carries -0.0658; number 44, C, carries -0.2764; number 45, N, carries 0.1352; number 46, H, carries 0.0830; number 47, H, carries 0.0702; number 48, H, carries 0.0661; number 49, C, carries -0.0497; number 50, C, carries -0.2568; number 51, N, carries 0.1510; number 52, H, carries 0.0773; number 53, H, carries 0.0865; number 54, H, carries 0.0529; number 55, O, carries -0.2957; number 56, S, carries 0.5937; number 57, O, carries -0.2561; number 58, O, carries -0.2744; number 59, C, carries -0.2295; number 60, C, carries -0.0659; number 61, C, carries -0.0722; number 62, H, carries 0.1135; number 63, H, carries 0.1229; number 64, H, carries 0.0793; number 65, H, carries 0.0779; number 66, H, carries 0.0826; number 67, H, carries 0.0601; number 68, H, carries 0.0694; number 69, H, carries 0.0417; number 70, O, carries -0.2927; number 71, S, carries 0.6132; number 72, O, carries -0.2704; number 73, O, carries -0.2499; number 74, C, carries -0.2728; number 75, C, carries -0.0628; number 76, C, carries -0.1313; number 77, H, carries 0.1035; number 78, H, carries 0.1113; number 79, H, carries 0.0436; number 80, H, carries 0.0655; number 81, H, carries 0.0876; number 82, H, carries 0.0769; number 83, H, carries 0.0691; number 84, H, carries 0.0795; number 85, O, carries -0.2754; number 86, S, carries 0.6399; number 87, O, carries -0.2959; number 88, O, carries -0.2664; number 89, C, carries -0.2453; number 90, C, carries -0.0616; number 91, C, carries -0.0897; number 92, H, carries 0.1244; number 93, H, carries 0.0968; number 94, H, carries 0.0662; number 95, H, carries 0.0747; number 96, H, carries 0.0675; number 97, H, carries 0.0644; number 98, H, carries 0.0345; number 99, H, carries 0.0693